Formula: C7H10N2
Source: the Open Molecules 2025 dataset
Level of theory: ωB97M-V with the def2-TZVPD basis set

Summary:
LUMO energy in eV: 0.8
Energy above the lowest of the compared OMol25 structures with the same formula, charge and spin in kcal/mol: 55.6
HOMO level in eV: -8.30
Orbital gap in eV: 9.1
Molar mass in Da: 122.2
F_max in eV/Å: 2.6
SMILES string: CC1=C[C@](C)(C#N)N1C

```
! wB97M-V def2-TZVPD RIJCOSX def2/J DEFGRID3
* xyz 0 1
C -1.51835 1.02039 1.71719
C -0.91037 0.54860 0.44513
C -0.73639 1.06596 -0.79226
C 0.14395 -0.06447 -1.22182
C 1.64529 0.16279 -1.28876
C -0.34291 -0.83006 -2.34136
N -0.73502 -1.40183 -3.25449
N -0.28386 -0.67590 0.24498
C 0.57114 -1.30335 1.21970
H -2.14414 0.24682 2.15125
H -0.74134 1.26664 2.43809
H -2.11690 1.91254 1.53411
H -1.21977 1.82973 -1.36702
H 1.96500 0.77827 -0.44596
H 2.18467 -0.78608 -1.26783
H 1.88929 0.67813 -2.22170
H 0.96091 -2.23253 0.80427
H 1.41085 -0.67345 1.53990
H -0.02205 -1.54218 2.10659
*
```

Formula: C16H27ClN3O2
Source: the Open Molecules 2025 dataset
Level of theory: ωB97M-V with the def2-TZVPD basis set

Summary:
LUMO energy in eV: 2.5
HOMO level in eV: -2.81
Orbital gap in eV: 5.3
Molar mass in Da: 328.9
F_max in eV/Å: 2.1

```
! wB97M-V def2-TZVPD RIJCOSX def2/J DEFGRID3
* xyz -1 1
C -2.58382 1.00888 -2.54532
C -1.21885 0.95110 -3.30426
C -0.62195 -0.48106 -3.34721
C 0.28817 -0.73932 -2.12301
N 1.53465 0.03241 -2.15544
C 1.95323 0.55917 -0.87075
O 1.76707 -0.34350 0.24500
C 2.54102 -1.46868 0.16362
O 3.71860 -1.41112 -0.11319
C 1.80777 -2.78634 0.44602
C 0.93961 -2.66963 1.73533
C -0.47125 -2.10653 1.50807
C -1.37425 -2.06957 2.77361
C -0.70844 -1.55483 4.06548
N -0.91294 -0.10989 4.24952
C 1.10393 1.79916 -0.58629
C 1.27614 2.94320 -1.36651
C 0.45539 4.03428 -1.10161
C -0.48195 3.91329 -0.07437
N -0.65285 2.86589 0.70582
C 0.14625 1.84556 0.41967
H -2.40161 1.41698 -1.54205
H -3.04139 0.01405 -2.45234
H -3.26433 1.68843 -3.07176
H -1.35669 1.34434 -4.32091
H -0.50935 1.59590 -2.77266
H -0.10073 -0.68784 -4.29257
H -1.47111 -1.18046 -3.25842
H 0.56797 -1.80806 -2.18707
H -0.31504 -0.57259 -1.22471
H 2.28095 -0.47269 -2.61531
H 3.01353 0.83245 -0.95222
H 1.13488 -2.94421 -0.40981
H 2.56051 -3.57697 0.50395
H 0.80483 -3.69190 2.12880
H 1.52723 -2.10570 2.47267
H -0.49850 -1.11474 1.04518
H -0.97082 -2.78718 0.79326
H -2.18801 -1.35817 2.55974
H -1.86154 -3.03141 2.98748
H -1.24433 -2.02252 4.91030
H 0.34830 -1.85159 4.18492
H -0.48173 0.43278 3.50933
H -0.57955 0.17937 5.15904
H 2.00372 2.98618 -2.17836
H 0.50251 4.95413 -1.68104
H -1.14065 4.76930 0.11238
H 0.03881 0.95112 1.04264
Cl -1.86343 3.82854 2.82537
*
```

Formula: C3H8N2
Source: the Open Molecules 2025 dataset
Level of theory: ωB97M-V with the def2-TZVPD basis set

Summary:
LUMO energy (spin up / spin down) in eV: 0.1 / 0.7
Energy above the lowest of the compared OMol25 structures with the same formula, charge and spin in kcal/mol: 171.9
HOMO level (spin up / spin down) in eV: -7.90 / -8.64
Orbital gap (spin up / spin down) in eV: 8.0 / 9.4
Molar mass in Da: 72.1
F_max in eV/Å: 3.1

```
! wB97M-V def2-TZVPD RIJCOSX def2/J DEFGRID3
* xyz 0 1
C -1.45166 -0.52897 0.32468
C 1.55597 0.74559 0.16036
C 1.51701 -0.67394 0.51638
N -1.40321 0.48030 -0.67390
N -2.15603 -0.79130 -0.94813
H -2.02946 -0.46412 1.23493
H 0.77896 1.25141 0.77102
H 1.30092 1.13139 -0.88531
H 2.48488 1.15669 0.42027
H 0.91783 -1.04386 1.36956
H 2.17554 -1.25561 -0.03137
H -2.05680 1.28520 -0.58370
H -1.63393 -1.29278 -1.67481
*
```

Formula: C16H21ClN2O2
Source: the Open Molecules 2025 dataset
Level of theory: ωB97M-V with the def2-TZVPD basis set

Summary:
LUMO energy in eV: -0.2
Energy above the lowest of the compared OMol25 structures with the same formula, charge and spin in kcal/mol: 334.6
HOMO level in eV: -9.08
Orbital gap in eV: 8.9
Molar mass in Da: 308.8
F_max in eV/Å: 18.4

```
! wB97M-V def2-TZVPD RIJCOSX def2/J DEFGRID3
* xyz 0 1
C 3.80021 2.93249 -1.30685
C 4.03554 2.96120 0.12207
C 2.83400 2.42675 0.79322
N 2.58400 0.90070 0.48045
C 1.57961 0.32962 -0.49945
O 0.59866 1.15046 -0.67317
N 1.55357 -0.93053 -0.58711
C 0.44775 -1.35197 -1.50675
H 0.68341 -1.79571 -2.44135
H -0.18211 -0.59243 -1.57317
C -0.19985 -2.23842 -0.44292
C -0.57086 -1.67974 0.77513
O 0.04273 -2.33186 1.80703
C -1.33780 -0.50305 0.86426
C -1.12447 0.41657 1.61286
C -1.93795 1.55783 1.83950
C -2.85513 1.57273 0.84647
C -3.18748 0.64940 -0.01303
C -2.28911 -0.34700 -0.15761
H -2.65777 -1.19253 -0.67714
Cl -4.48817 0.85880 -1.32218
H -3.60125 2.73137 0.91729
H -1.66301 2.50237 2.46532
H -0.37418 0.36149 2.62523
C 0.84987 -3.42576 -0.52368
C 2.35786 -3.14243 -0.65718
H 3.00544 -4.03519 -0.20119
H 2.45544 -3.03460 -1.76022
C 2.47896 -1.79022 -0.03068
H 3.62499 -1.52149 -0.32837
H 2.46355 -1.63263 0.90118
H 0.52933 -4.47394 -1.02218
H 0.85933 -3.86720 0.78537
H -1.09874 -2.92713 -0.91729
H 3.30600 0.29245 0.66730
H 1.79395 3.02244 0.52979
H 2.79827 2.45224 1.73440
H 3.96510 4.02542 0.72799
H 4.77380 2.48981 0.44731
H 2.72972 3.57770 -1.60777
H 4.68615 3.33135 -1.70321
H 3.54736 1.97856 -1.50750
*
```

Formula: C7H8GaN2O4S
Source: the Open Molecules 2025 dataset
Level of theory: ωB97M-V with the def2-TZVPD basis set

Summary:
LUMO energy in eV: -13.7
Energy above the lowest of the compared OMol25 structures with the same formula, charge and spin in kcal/mol: 13.8
HOMO level in eV: -19.55
Orbital gap in eV: 5.8
Molar mass in Da: 285.9
F_max in eV/Å: 4.6

```
! wB97M-V def2-TZVPD RIJCOSX def2/J DEFGRID3
* xyz 3 1
Ga 0.96863 1.08031 0.20460
O 2.35393 -1.14316 -2.18049
C 2.04555 -0.33737 -1.42819
C -0.84548 1.67060 1.67950
O -1.81111 1.74914 2.29633
C -0.28452 1.88084 -1.48040
O -0.95240 2.24373 -2.33641
C 1.59605 -0.42322 1.75767
O 1.87178 -1.22059 2.52918
C 2.76407 2.28793 0.02386
H 3.61008 1.68084 0.38018
H 2.80459 2.66943 -1.00769
C 1.89297 2.89325 0.96060
H 1.26294 3.74058 0.64999
H 2.06847 2.75193 2.03790
N -3.27272 -2.40985 0.18730
C -2.08861 -2.32186 -0.43986
N -1.91298 -3.35987 -1.28422
S -0.95616 -1.06723 -0.20175
H -3.86575 -3.21270 -0.03991
H -3.52735 -1.69640 0.84592
H -1.06134 -3.40932 -1.81558
H -2.66064 -4.04700 -1.33854
*
```

Formula: C4H8ClN
Source: the Open Molecules 2025 dataset
Level of theory: ωB97M-V with the def2-TZVPD basis set

Summary:
LUMO energy in eV: 1.0
Energy above the lowest of the compared OMol25 structures with the same formula, charge and spin in kcal/mol: 49.4
HOMO level in eV: -10.36
Orbital gap in eV: 11.4
Molar mass in Da: 105.6
F_max in eV/Å: 3.2
SMILES string: ClCC[C@H]1CN1

```
! wB97M-V def2-TZVPD RIJCOSX def2/J DEFGRID3
* xyz 0 1
Cl 2.72312 -0.71970 -0.19369
C 1.75398 0.69377 0.43186
C 0.45323 0.64218 -0.47268
C -0.48830 -0.45141 -0.45720
C -1.24279 -0.81463 0.65450
N -1.92555 0.03630 -0.41861
H 1.45839 0.91952 1.49372
H 2.34876 1.56030 0.31082
H -0.11118 1.46782 -0.22956
H 0.68516 0.65494 -1.52643
H -0.29775 -1.22697 -1.22361
H -1.61882 -1.76501 0.85256
H -1.32407 -0.26019 1.51045
H -2.41417 -0.73691 -0.73215
*
```

Look up the F_max of the fourth one.
18.4 eV/Å

Look up the F_max of the fourth one.
18.4 eV/Å